62
Properties=species:S:1:pos:R:3 method="wB97M-V/def2-TZVPD" total_energy_ev=-156113.642 charge=-3 homo_lumo_gap_ev=6.68 homo_ev=-1.68
O 5.159 -0.446 1.645
H -0.367 1.238 -4.672
O -1.578 -1.565 -0.086
C 4.618 1.974 2.477
F 2.192 -6.062 -0.074
F 1.711 -4.239 -1.131
S -2.263 2.771 -0.154
O 0.190 -4.775 2.274
O 2.465 -4.056 2.244
F 0.345 4.542 3.942
F 5.396 2.691 1.645
S 3.988 0.431 1.580
F -5.173 -2.452 0.552
C 1.275 -5.048 -0.140
S -2.541 -2.095 0.876
C -1.099 -1.413 -4.504
H 1.636 -1.190 -0.716
S 1.221 -4.017 1.525
H 0.339 -0.073 -0.875
F -1.662 5.316 -0.369
C 1.088 -0.602 -1.456
O 2.032 0.330 -1.928
H -2.177 0.617 -3.279
O -2.263 2.841 -1.618
H -0.938 0.862 -2.089
F -1.729 4.590 1.687
H -1.911 -0.591 -2.008
F 3.624 2.714 2.932
F -0.034 4.075 0.469
O -0.532 1.698 3.154
O 0.772 1.724 5.286
H 1.127 1.080 -3.738
F -1.773 4.475 4.394
F 5.427 1.578 3.471
C 0.403 0.542 -4.347
O -2.363 -3.479 1.265
S -0.464 2.060 4.584
O -1.633 1.653 5.340
O -3.602 2.915 0.418
H 1.440 -1.616 -3.318
C -1.343 4.308 0.449
C -1.418 0.094 -2.698
O -1.556 1.637 0.408
F -4.036 -2.864 -1.243
N -0.316 -0.505 -3.550
H -1.619 -0.718 -5.153
K 0.261 -0.308 1.649
O -2.725 -1.320 2.061
H -0.321 -2.056 -4.915
C -0.587 3.943 4.704
O 3.712 0.810 0.160
H 2.727 0.563 -1.280
C 0.607 -1.319 -2.681
O 0.763 -2.712 1.083
H 0.092 -2.234 -2.377
F -4.366 -0.777 -0.554
H -1.743 -2.022 -3.877
H 1.005 0.019 -5.088
F -0.351 4.246 5.997
C -4.130 -2.046 -0.190
F 0.125 -5.602 -0.485
O 2.872 -0.136 2.322